(1)
The following is a quantum chemistry calculation of C41H61Cl3N3OP2PtSi as an isolated structure at a distorted geometry, from the Open Molecules 2025 dataset.

Structure (XYZ):
```
113
Properties=species:S:1:pos:R:3:forces:R:3
Pt -0.2472 0.6324 0.0738 -0.9 0.5 -0.2
C -0.9190 2.1184 3.2464 0.1 -0.2 -0.3
Si -0.2116 0.5857 2.3982 0.0 0.1 -0.1
C 1.6260 0.5082 2.8552 -0.3 -0.1 0.0
C 1.9992 0.2851 4.1796 0.0 0.0 0.1
C 3.3242 0.3608 4.5773 -0.1 0.0 0.0
C 4.2990 0.6738 3.6421 0.0 0.0 0.0
C 3.9474 0.9025 2.3219 0.1 0.0 0.0
C 2.6158 0.8235 1.9143 -0.1 -0.1 -0.1
P 2.0582 1.0980 0.1932 0.3 -0.2 0.1
C 3.0935 0.1246 -1.0024 -0.3 -0.2 0.2
C 2.4572 -1.2552 -1.2231 0.1 0.1 -0.2
C 3.1634 -2.0100 -2.3477 0.1 0.0 0.2
C 4.6560 -2.1533 -2.0572 0.0 0.1 -0.1
C 5.2847 -0.7826 -1.8179 -0.1 -0.1 0.1
C 4.5787 -0.0514 -0.6724 0.0 0.1 -0.2
C 2.1860 2.8425 -0.4464 -0.3 0.0 0.1
C 3.5684 3.4786 -0.6290 0.1 -0.1 0.1
C 4.1496 4.0611 0.6600 -0.1 0.1 -0.1
C 3.1663 5.0257 1.3205 0.0 -0.2 0.1
C 1.8365 4.3269 1.5963 0.0 0.1 -0.2
C 1.2363 3.7966 0.2947 0.1 -0.1 0.2
C -1.2881 -0.8746 2.9317 0.3 0.2 -0.1
C -1.4743 -1.1523 4.2866 0.0 0.0 0.1
C -2.3167 -2.1688 4.7039 0.0 0.0 0.0
C -2.9976 -2.9263 3.7620 0.0 0.0 -0.1
C -2.8319 -2.6585 2.4132 0.0 -0.1 0.0
C -1.9829 -1.6379 1.9870 0.1 0.0 -0.1
P -1.7820 -1.2145 0.2237 0.2 -0.2 0.2
C -3.4319 -0.7495 -0.4543 0.4 0.0 0.0
C -3.2480 -0.3100 -1.9276 0.0 0.0 -0.1
C -4.5745 -0.3779 -2.6929 0.0 0.1 0.1
C -5.7052 0.0657 -1.7705 0.1 -0.1 0.0
C -5.9077 -0.9776 -0.6581 0.0 0.1 -0.1
C -4.6041 -1.7198 -0.2948 -0.1 0.0 0.0
C -0.9717 -2.5648 -0.7697 0.1 0.3 0.0
C -1.8228 -3.6167 -1.4948 -0.2 0.0 0.1
C -2.1646 -4.8483 -0.6616 0.2 0.0 -0.1
C -0.9024 -5.4606 -0.0568 -0.1 0.1 0.1
C -0.1692 -4.4395 0.8110 0.0 0.0 -0.2
C 0.2040 -3.1925 0.0074 -0.2 -0.1 0.2
H -0.6301 2.1134 4.3008 0.0 0.0 0.0
H -2.0089 2.1275 3.1957 0.0 0.0 0.0
H -0.5422 3.0442 2.8054 0.0 0.0 0.0
H 1.2402 0.0433 4.9153 0.0 0.0 0.0
H 3.5952 0.1846 5.6099 0.0 0.0 0.0
H 5.3372 0.7434 3.9389 0.0 0.0 0.0
H 4.7277 1.1484 1.6191 0.0 0.0 0.0
H 3.0014 0.6961 -1.9338 0.0 0.0 0.0
H 1.3981 -1.1308 -1.4603 0.1 0.0 0.0
H 2.5341 -1.8290 -0.2937 0.0 0.1 0.0
H 3.0289 -1.4630 -3.2866 0.0 0.0 0.0
H 2.7085 -2.9949 -2.4765 0.0 0.0 0.0
H 5.1537 -2.6565 -2.8874 0.0 0.0 0.0
H 4.7943 -2.7735 -1.1660 0.0 0.0 0.0
H 5.2168 -0.1844 -2.7320 0.0 0.0 0.0
H 6.3434 -0.8902 -1.5765 0.0 0.0 0.0
H 5.0708 0.9077 -0.5026 0.0 0.0 0.1
H 4.6752 -0.6535 0.2341 0.0 0.1 0.1
H 1.7667 2.6641 -1.4453 0.0 0.0 0.0
H 3.4397 4.2962 -1.3452 0.0 0.0 0.0
H 4.2649 2.7737 -1.0867 0.0 0.0 0.0
H 5.0844 4.5753 0.4299 0.0 0.0 0.0
H 4.3805 3.2612 1.3636 0.1 0.0 0.0
H 2.9934 5.8809 0.6597 0.0 0.0 0.0
H 3.5889 5.4103 2.2500 0.0 0.0 0.0
H 1.1337 5.0223 2.0599 0.0 -0.1 0.0
H 1.9974 3.5011 2.2966 0.0 0.0 0.1
H 1.0142 4.6419 -0.3626 0.0 0.0 0.0
H 0.2846 3.2942 0.4958 -0.1 0.1 0.0
H -0.9612 -0.5552 5.0325 0.0 0.0 0.0
H -2.4487 -2.3697 5.7590 0.0 0.0 0.0
H -3.6583 -3.7246 4.0728 0.0 0.0 0.0
H -3.3618 -3.2650 1.6950 0.0 0.0 0.0
H -3.6739 0.1308 0.1482 0.0 0.0 0.0
H -2.4975 -0.9286 -2.4309 0.0 0.0 0.0
H -2.8837 0.7196 -1.9353 0.0 0.0 0.0
H -4.7624 -1.3998 -3.0360 0.0 0.0 -0.1
H -4.5198 0.2602 -3.5750 0.0 0.0 0.0
H -6.6293 0.2009 -2.3317 0.0 0.0 0.0
H -5.4435 1.0393 -1.3465 0.0 0.0 0.0
H -6.6491 -1.7134 -0.9747 0.0 0.0 0.0
H -6.3031 -0.4910 0.2356 0.0 0.0 0.0
H -4.4727 -2.5956 -0.9335 0.0 0.0 0.0
H -4.6853 -2.0676 0.7327 0.0 0.0 0.0
H -0.5364 -1.9351 -1.5572 0.0 0.0 0.0
H -1.2282 -3.9521 -2.3504 0.0 0.0 0.0
H -2.7290 -3.1637 -1.9005 0.1 0.0 -0.1
H -2.6623 -5.5772 -1.3033 -0.1 0.0 0.0
H -2.8668 -4.5909 0.1333 -0.1 0.0 0.1
H -0.2423 -5.7946 -0.8638 0.0 0.0 0.0
H -1.1598 -6.3377 0.5390 0.0 0.0 0.0
H 0.7457 -4.8779 1.2145 0.0 0.0 0.0
H -0.7944 -4.1713 1.6603 -0.1 0.0 0.1
H 0.9666 -3.4805 -0.7219 0.0 0.1 0.0
H 0.6504 -2.4414 0.6673 0.1 -0.1 0.0
C 0.3051 0.1567 -4.8883 0.1 0.0 0.2
N -0.4164 1.3202 -4.4069 0.1 -0.1 0.1
C -0.5096 1.6092 -3.0927 0.0 -0.1 -0.4
N -1.0940 2.7756 -2.7638 -0.1 0.1 0.1
O -0.0270 0.8130 -2.2525 0.0 0.0 0.4
H 0.0243 -0.0347 -5.9198 0.0 0.0 0.0
H 0.0481 -0.7080 -4.2791 0.0 0.0 -0.1
H 1.3865 0.3014 -4.8326 0.0 0.0 0.0
H -0.7543 1.9878 -5.0765 0.0 0.1 0.0
H -1.6725 3.2632 -3.4305 0.0 0.0 0.0
H -1.4383 2.8674 -1.8248 -0.1 0.0 0.3
Cl -2.0633 5.4078 0.9861 0.0 -0.1 -0.1
C -3.1222 4.0549 0.9274 -0.2 0.6 0.2
Cl -4.5166 4.1013 1.9129 0.1 -0.1 -0.1
Cl -4.1225 4.1539 -1.4735 0.3 -0.2 0.0
C -2.5777 2.8484 0.5647 0.0 -0.5 -0.3
N -2.1325 1.8426 0.1780 0.5 0.3 0.1
```
Positions in Å, forces in eV/Å.

For the relative energy (zero: lowest compared OMol25 entry of this formula, charge and spin), the calculation gives 0.414 eV. As for the net charge: +1. The calculation puts the lowest unoccupied orbital energy (alpha / beta) at -2.403 / -4.736 eV. The HOMO energy (alpha / beta) comes out at -9.59 / -10.39 eV. As for the spin multiplicity: 3.

Löwdin atomic charge list, values in e, 6 entries: Pt 0.810; C -0.161; Si 0.531; C -0.285; C -0.079; C -0.051

---

(2)
The following is a quantum chemistry calculation of a 4-piece molecular cluster, C41H62N2O11S overall at a distorted geometry, from the Open Molecules 2025 dataset.

Structure (XYZ):
```
117
Properties=species:S:1:pos:R:3:forces:R:3
C -3.6176 -4.1344 2.2312 -1.0 0.3 -0.9
C -3.0691 -3.3822 0.8427 -1.2 -0.6 -0.2
C -3.3588 -1.7694 0.8836 -0.8 -0.5 0.2
C -2.2969 -0.8934 1.7755 -0.3 -1.2 0.6
C -0.8943 -1.6600 2.1387 -0.1 -0.1 1.1
N -2.0643 0.4087 1.0437 2.5 2.2 1.1
C -0.7849 0.4308 0.2499 3.4 -0.7 -3.3
C -0.7653 -0.4887 -1.1471 3.2 1.9 0.7
C 0.5508 -0.5883 -2.1224 0.5 1.8 2.6
C 0.5305 -1.5180 -3.4741 -0.7 -0.1 0.0
C 0.6229 -3.1347 -3.2040 0.6 -0.5 0.2
C 1.6630 -3.5808 -2.0175 -0.1 -1.6 0.3
C 1.5344 -5.2403 -1.8547 0.7 0.4 -1.3
C 3.2490 -3.2911 -2.3497 -0.2 0.8 -0.1
C 1.9418 0.2391 -1.7841 -2.4 0.3 3.0
C 3.2937 0.2430 -2.7191 -0.4 0.8 -1.1
C 3.2600 1.5338 -3.7819 -1.1 0.7 -0.6
C 3.0250 2.9779 -3.0302 0.2 0.0 -0.4
C 2.0219 1.3877 -4.8848 -0.4 -0.8 0.0
C 1.9508 1.1337 -0.3775 -2.5 -1.3 -0.6
O 3.1369 1.9082 0.0590 -2.2 -2.8 -0.7
C 4.0714 1.0637 0.8325 0.4 -0.1 0.8
C 5.6292 1.4276 0.4000 0.1 0.3 0.0
N 6.4792 1.8048 1.6049 0.5 -1.4 -0.6
C 6.8247 0.5920 2.4560 0.5 -0.4 0.6
C 5.9032 0.4504 3.8067 0.2 -0.4 0.7
C 6.5184 -0.6059 4.9318 -0.5 0.4 -0.9
O 5.8356 1.7929 4.4509 -1.6 -1.8 -0.2
C 0.6072 1.2095 0.6132 -0.9 -1.9 -2.7
S 0.6865 2.2362 2.2190 -2.0 -0.8 -1.5
C -1.1362 2.5948 2.5681 -3.1 0.4 0.4
C -1.4581 3.8866 3.5373 -3.1 -1.7 -1.3
C -3.0251 4.2906 3.8958 1.2 -4.1 -2.9
C -4.1943 3.3139 3.2536 3.4 -0.4 -0.5
C -3.8622 2.0092 2.2638 2.0 2.7 1.8
C -5.1652 1.1611 1.7434 0.8 0.5 1.0
C -2.2752 1.6266 1.9036 -1.9 3.0 2.5
H -3.2828 -5.2621 2.2950 -0.4 2.4 0.0
H -4.8037 -4.1646 2.1041 2.5 0.1 0.4
H -3.4115 -3.5112 3.2005 -0.1 -1.4 -1.8
H -3.7648 -3.8215 -0.0221 1.6 0.9 1.7
H -1.9762 -3.6875 0.5569 -2.0 0.8 0.7
H -3.5101 -1.3383 -0.2179 0.7 -0.9 2.5
H -4.4232 -1.6328 1.4050 2.2 -0.4 -1.2
H -2.8182 -0.6188 2.8112 1.2 -0.5 -2.3
H -1.1017 -2.5289 2.9125 0.2 1.7 -1.6
H -0.3411 -2.1450 1.2283 -1.1 1.3 1.7
H -0.2152 -0.8748 2.7186 -1.3 -1.7 -1.5
H -1.7198 -1.0992 -1.4431 2.0 1.4 0.6
H -0.4945 -1.3128 -4.0173 2.0 -0.4 1.0
H 1.3760 -1.2529 -4.2467 -1.6 -0.2 1.9
H 1.0053 -3.6631 -4.1988 -0.8 1.2 2.0
H -0.4202 -3.6162 -2.9651 1.9 1.2 -0.4
H 1.3446 -3.1214 -0.9853 0.7 -0.6 -2.1
H 2.1073 -5.6735 -2.8078 -1.3 0.7 2.0
H 0.4225 -5.6149 -1.9270 2.2 0.7 0.5
H 2.1203 -5.6366 -0.9187 -1.4 0.8 -1.7
H 3.9660 -4.1984 -2.1264 -1.6 1.7 -0.3
H 3.6250 -2.3529 -1.7255 -0.7 -2.0 -1.4
H 3.3363 -3.0437 -3.5037 0.0 -0.5 2.3
H 3.3807 -0.7141 -3.4215 -0.4 2.0 1.9
H 4.3013 0.3620 -2.1186 -2.3 -0.4 -0.8
H 4.2486 1.5581 -4.4140 -1.7 -0.1 1.4
H 1.9186 2.9530 -2.5904 2.5 0.2 -0.7
H 3.8408 3.1807 -2.2020 -1.9 -0.6 -1.5
H 3.1213 3.8788 -3.8027 -0.4 -2.2 1.5
H 0.9766 1.1571 -4.3604 2.3 0.6 -0.9
H 1.8683 2.3486 -5.5351 0.6 -1.7 1.3
H 2.2016 0.4731 -5.6279 -0.2 2.0 1.5
H 3.7804 -0.0543 0.6439 0.8 2.0 0.3
H 3.8928 1.3194 1.9826 0.6 -0.5 -2.4
H 5.6672 2.3705 -0.3307 -0.4 -2.2 1.5
H 6.1452 0.5083 -0.1079 -1.2 1.5 0.5
H 7.3936 2.1859 1.2450 -1.5 -0.5 0.5
H 7.9655 0.6805 2.7810 -2.5 -0.2 -0.5
H 6.7138 -0.4050 1.8335 0.2 1.7 1.2
H 4.8188 0.0313 3.5523 2.2 1.1 0.3
H 5.6888 -0.7029 5.7678 1.9 0.2 -1.6
H 6.6501 -1.6559 4.4060 -0.1 2.1 1.2
H 7.5399 -0.1817 5.3680 -2.3 -1.0 -0.9
H 4.9749 1.8217 4.9639 1.6 -0.1 -0.9
H -0.5507 4.5182 3.9732 -2.2 -1.6 -1.1
H -3.3041 5.2175 4.5642 0.7 -2.2 -1.5
H -5.3279 3.5713 3.5238 2.7 -0.7 -0.8
H -4.9944 0.8980 0.6163 -0.5 0.3 2.3
H -5.2545 0.2056 2.4476 0.2 1.8 -1.8
H -6.1573 1.7928 1.9320 2.3 -1.3 -0.6
C -5.2959 -0.4394 5.8752 -1.0 0.4 0.0
C -4.0458 0.3658 5.7272 0.1 1.1 -0.3
O -3.0436 -0.4924 6.2383 -0.2 -1.1 0.1
C -3.5178 -1.7676 6.1256 1.5 -2.0 0.4
O -2.8490 -2.7702 6.3136 -1.5 2.2 -0.5
O -4.8369 -1.7743 5.7744 0.9 -0.2 0.1
H -6.0272 -0.2207 5.0922 0.1 -0.2 0.1
H -5.7691 -0.3012 6.8530 0.0 0.0 -0.1
H -3.8166 0.5936 4.6809 0.0 0.1 0.1
H -4.0828 1.2999 6.2945 0.2 -0.2 -0.1
C 1.7050 7.0333 -4.1392 0.3 0.3 1.1
C 0.6177 7.5493 -5.0249 -0.8 0.7 0.2
O 0.9861 7.0712 -6.3047 0.6 -0.7 -0.1
C 1.7806 5.9788 -6.1067 0.8 -1.6 -1.9
O 2.1390 5.2186 -6.9906 -0.8 1.7 2.0
O 2.1206 5.8479 -4.7911 -0.2 0.0 -1.0
H 1.3502 6.8156 -3.1280 0.2 -0.1 -0.2
H 2.5558 7.7199 -4.0779 -0.1 -0.1 0.0
H -0.3640 7.1403 -4.7636 0.1 0.0 0.0
H 0.5604 8.6413 -5.0204 0.0 -0.2 -0.2
C -6.9483 -4.0931 -2.6499 -1.1 -0.3 0.2
C -5.7642 -4.9493 -2.9626 0.1 -1.1 0.0
O -4.8403 -4.0352 -3.5221 -0.1 1.0 0.2
C -5.1752 -2.7968 -3.0555 1.5 2.1 -0.3
O -4.4903 -1.7979 -3.2000 -1.5 -2.2 0.4
O -6.3753 -2.8223 -2.4055 0.9 0.2 -0.3
H -7.4973 -4.4460 -1.7725 0.1 0.2 -0.1
H -7.6406 -4.0121 -3.4944 0.1 0.0 0.1
H -5.3218 -5.3949 -2.0654 0.0 0.1 -0.1
H -6.0022 -5.7448 -3.6741 0.2 0.2 0.0
```
Positions in Å, forces in eV/Å.

Its SMILES is CCC[C@@H](C)N1c2cc(CCC(C)C)c(CC(C)C)c(OCCNC[C@@H](C)O)c2Sc2cccc(C)c21.O=C1OCCO1.O=C1OCCO1.O=C1OCCO1. The calculation puts the lowest unoccupied orbital energy at 0.102 eV. The HOMO energy comes out at -7.40 eV. As for the spin multiplicity: 1.

Löwdin atomic charge list, values in e, 6 entries: C -0.129; C -0.244; C -0.166; C -0.303; C -0.070; N -0.104